Entry 1:
Molecular formula: CH6N4O2
Method: DFT, wB97M-V/def2-TZVPD

```
13
Properties=species:S:1:pos:R:3:forces:R:3:mulliken_charge:R:1
C -0.398207 -0.508237 -0.008984 -0.7428 0.5485 -0.3638 0.46
H 1.211105 1.577137 1.057070 -0.3354 0.1274 0.0308 0.21
H 1.569996 1.938303 -0.535947 -0.8152 -0.5800 0.3171 0.22
H -0.913920 1.446391 -0.027841 0.1974 -0.4254 -0.2311 0.29
H 0.387836 -2.366922 0.010811 0.0187 0.7330 0.1507 0.32
H 2.167694 -0.322801 0.003954 -0.1704 0.2933 0.2463 0.43
H -3.363771 -0.388772 0.048897 0.7792 0.4728 -0.3363 0.37
N 1.118569 1.263543 0.099046 1.7179 1.2623 0.2473 -0.62
N -0.135429 0.832810 -0.275189 -0.4016 -0.1950 -0.1092 -0.06
N 0.633617 -1.390513 0.192714 -0.4378 -0.7524 1.2741 -0.15
N -1.583024 -0.971135 0.107775 -0.1867 -0.5547 -0.5436 -0.60
O 1.833508 -1.125326 -0.405594 1.3249 -0.8144 -1.4412 -0.44
O -2.527979 0.015524 -0.266715 -0.9482 -0.1155 0.7589 -0.42
```
Positions in Å, forces in eV/Å.

For the highest occupied orbital energy, the calculation gives -7.89 eV. As for the SMILES: NN/C(=N\O)NO.


Entry 2:
Molecular formula: C42H51N3O5PRuSiTe
Method: DFT, wB97M-V/def2-TZVPD

```
105
Properties=species:S:1:pos:R:3:forces:R:3:mulliken_charge:R:1
Ru -0.239200 0.298000 0.166900 0.3680 2.2271 0.3930 1.01
C 0.997300 -1.902900 0.441200 -0.6376 -0.2704 -0.0664 0.04
C 0.007100 -1.921200 1.440300 -0.2250 -0.1705 -0.5749 -0.66
C 0.362200 -1.690000 2.769300 0.3938 0.0443 0.3033 -0.93
C 1.690100 -1.472200 3.105300 -0.6238 -0.1056 0.0969 -0.48
C 2.663700 -1.433000 2.118800 0.0904 -0.1828 -0.6845 -1.01
C 2.317900 -1.628300 0.787500 0.3649 -0.0052 0.4372 -0.23
H 0.760600 -2.237800 -0.565200 -0.0046 0.1708 0.1502 0.39
H -0.997400 -2.271100 1.207700 0.1819 0.0934 0.0203 0.58
H -0.386100 -1.728300 3.547600 -0.0644 -0.0154 -0.0016 0.50
H 1.965000 -1.375800 4.144700 0.0413 0.0633 0.1143 0.53
H 3.699100 -1.291700 2.392400 0.1103 0.0368 -0.0020 0.44
H 3.081700 -1.630600 0.022300 0.0656 -0.0252 -0.0419 0.57
C 1.290100 5.324600 0.773100 -0.0717 -0.1608 -0.2826 -0.85
C 1.564200 4.576600 -0.517900 0.6124 0.4103 0.2390 -0.22
O 0.403600 3.905100 -0.990200 -0.1975 -1.1760 0.3144 -0.35
P -0.475500 2.749800 -0.312900 -2.1653 -0.7955 -0.7614 1.43
O -1.655800 2.668800 -1.425800 0.3221 0.4175 0.6418 -0.42
C -1.315100 2.654800 -2.817500 0.0004 0.0718 -0.5633 0.14
C -1.425200 4.044600 -3.414100 -0.0628 -0.2188 0.2083 -1.51
O -1.226600 3.576000 0.836700 1.0534 -0.1582 -0.3105 -0.47
C -2.489400 3.183100 1.377300 -0.7048 -0.2161 0.4502 0.41
C -2.949300 4.262000 2.338800 0.2109 -0.1612 -0.2086 -1.55
H 2.132800 5.952300 1.048800 0.1274 0.0306 -0.0158 0.47
H 1.084500 4.619900 1.575200 -0.0304 0.0052 0.1909 0.01
H 0.412800 5.950200 0.634400 -0.0496 0.1026 0.1218 0.31
H 2.391100 3.865700 -0.402000 -0.1189 0.0605 -0.0946 0.07
H 1.814200 5.274900 -1.323600 0.0417 -0.1693 0.1632 0.46
H -2.021000 1.964300 -3.288800 0.1699 0.0282 0.0413 0.13
H -0.305500 2.253200 -2.928700 -0.0202 -0.0803 -0.0970 0.17
H -2.464600 4.354700 -3.437300 -0.1345 0.1031 -0.0661 0.34
H -1.029500 4.040500 -4.424200 -0.0075 0.0192 -0.2215 0.44
H -0.864500 4.760000 -2.820300 0.0456 0.0401 -0.0437 0.29
H -2.381900 2.220500 1.896600 -0.0238 0.1820 -0.1920 0.10
H -3.206100 3.084200 0.555800 0.1224 -0.0254 0.0381 0.09
H -2.288600 4.316600 3.198000 0.1045 0.0224 0.1304 0.32
H -3.949900 4.034100 2.695200 -0.1113 -0.0098 0.0156 0.42
H -2.957900 5.229700 1.843000 -0.0695 0.0582 -0.0195 0.35
C 3.798300 3.395900 3.529600 0.3421 0.0227 0.2323 -1.08
N 2.753100 2.600800 2.942800 0.0687 -0.0314 -0.2073 0.16
C 1.490300 2.354200 3.597000 -0.3536 -0.0975 0.2831 -0.83
C 0.762200 1.552500 2.535100 0.6626 0.3040 0.2224 0.20
O -0.389300 1.144400 2.560800 -0.3270 -0.4639 -0.9956 -0.65
N 1.607600 1.339900 1.504200 -0.5333 -0.3917 -0.8627 1.05
C 2.761700 1.959500 1.774500 -0.2613 0.0774 0.1254 -0.70
N 3.776200 1.934500 0.918600 0.1582 0.0593 -0.0030 -0.16
H 3.345500 4.186100 4.125800 0.0363 0.0401 -0.0512 0.36
H 4.409200 3.860500 2.756300 -0.0073 0.0215 0.0345 0.39
H 4.426600 2.788100 4.182600 0.0956 0.0801 -0.0033 0.32
H 0.970700 3.279300 3.850300 -0.0452 0.0168 -0.0388 0.44
H 1.615400 1.765300 4.510900 -0.0464 0.0092 -0.0302 0.44
H 3.657200 1.419300 0.063600 0.0176 -0.0386 0.0030 0.17
H 4.663700 2.361000 1.114300 0.0377 -0.0125 0.0299 0.22
C -3.617100 -1.900400 0.045800 0.2725 0.0350 0.2300 -1.46
Te -2.823900 0.005800 -0.667100 -0.1226 -0.7746 -0.1040 0.11
C -4.764500 0.613800 0.143800 0.4027 0.4891 0.7317 -1.33
C -5.671300 -0.544700 -0.125800 0.2103 -0.3780 -0.1712 0.76
C -7.039300 -0.393300 -0.295500 0.0788 -0.0413 -0.0111 -0.91
C -7.835000 -1.513000 -0.485100 -0.0238 -0.0327 0.0092 -0.62
C -7.268800 -2.778000 -0.519900 0.0532 0.0186 -0.0024 -0.67
C -5.897700 -2.931300 -0.370900 -0.0239 0.0543 -0.0271 -0.76
C -5.098000 -1.818100 -0.166900 -0.0730 0.3478 -0.1237 0.26
H -3.404500 -1.961900 1.118400 0.1441 0.0313 -0.0985 0.76
H -3.182400 -2.772600 -0.440000 0.1536 0.1367 -0.0884 0.74
H -5.121500 1.531000 -0.321000 0.2451 0.0219 -0.0572 0.74
H -4.656300 0.771300 1.221100 0.0088 0.1108 -0.0901 0.52
H -7.483900 0.591100 -0.275100 -0.0423 0.0884 -0.0002 0.47
H -8.900100 -1.396700 -0.609600 -0.1060 0.0139 -0.0184 0.44
H -7.889700 -3.649000 -0.666600 -0.0635 -0.0354 -0.0327 0.43
H -5.456300 -3.916300 -0.416500 0.0529 -0.1052 0.0270 0.48
O 0.116600 -0.280600 -2.042500 0.3524 0.7114 1.9040 0.54
Si -0.065800 -0.976600 -3.428000 -1.6520 0.2015 -0.2707 -1.10
C -1.870800 -0.964400 -4.036300 0.8773 -0.3156 0.2128 1.04
C -2.269600 -0.154000 -5.090900 0.0214 -0.0898 -0.1630 -0.79
C -3.593900 -0.113800 -5.498000 -0.0815 0.1492 -0.0203 -0.67
C -4.550500 -0.863800 -4.832200 0.0461 0.1186 -0.0624 -0.89
C -4.172100 -1.688000 -3.786500 0.2040 -0.1203 0.2729 -1.02
C -2.842300 -1.731500 -3.390200 -0.0046 -0.2551 -0.4625 -0.22
C 0.535000 -2.824500 -3.383900 0.0351 0.4325 -0.0855 0.76
C 1.754500 -3.146500 -2.819100 0.6680 -0.1285 -0.0158 -0.35
C 2.109900 -4.478300 -2.662400 0.0585 0.3307 0.3002 -0.63
C 1.254200 -5.476100 -3.094800 0.1139 -0.1607 0.0427 -0.63
C 0.055400 -5.146400 -3.699400 -0.3601 0.1408 0.0476 -0.81
C -0.302600 -3.816000 -3.855900 -0.2469 -0.3321 -0.6748 -0.14
C 1.092800 -0.339900 -4.815100 -0.6063 -0.4393 0.8771 0.50
C 1.098300 -0.957400 -6.054700 0.2075 -0.4072 -0.7603 -0.12
C 1.869100 -0.432600 -7.080200 -0.2898 -0.1366 -0.1205 -0.84
C 2.648000 0.689300 -6.854800 0.0517 -0.1488 -0.3132 -0.52
C 2.648900 1.297300 -5.611300 -0.1768 0.2096 0.5967 -0.70
C 1.881500 0.772900 -4.582600 0.8038 0.4574 0.1366 -0.32
H -1.530100 0.428700 -5.619000 0.0639 0.1622 -0.1430 0.42
H -3.874500 0.496700 -6.342700 -0.0657 0.1043 -0.0421 0.46
H -5.586300 -0.807600 -5.128700 -0.0945 -0.0555 -0.0914 0.44
H -4.907000 -2.294800 -3.277800 -0.0840 -0.0380 0.0538 0.46
H -2.536100 -2.422200 -2.613300 -0.0816 -0.0178 0.1269 1.15
H 2.429800 -2.364100 -2.510100 0.1608 0.0969 0.0385 0.45
H 3.054600 -4.726600 -2.204100 0.0902 -0.0428 0.0443 0.47
H 1.531400 -6.512100 -2.971800 0.0538 -0.0914 -0.0697 0.44
H -0.616700 -5.911900 -4.054000 -0.0630 -0.1215 0.0139 0.48
H -1.229400 -3.566900 -4.345800 -0.1214 -0.0027 -0.1074 0.52
H 0.505400 -1.841100 -6.235300 -0.0423 -0.1418 0.0072 0.47
H 1.867900 -0.909000 -8.048800 -0.0072 -0.0266 -0.0739 0.45
H 3.267900 1.082800 -7.647100 0.0514 0.0081 -0.0485 0.43
H 3.250900 2.177200 -5.438500 -0.0118 0.1014 -0.0035 0.46
H 1.886900 1.238400 -3.608200 0.0143 0.0308 0.1201 0.21
```
Positions in Å, forces in eV/Å.

Its net charge is +2. As for the multiplicity: 2. For the highest occupied orbital energy (alpha / beta), the calculation gives -12.62 / -12.61 eV.


Computed total energy, in the same sequence as the records: -11185.373, -86119.124 eV.
Computed ΔE to the lowest compared entry with this formula, charge and spin, in the same sequence as the records: 351.01, 336.11 kJ/mol.